(1)
Entry from OMol25: one molecule with the formula C3H7NOS (ωB97M-V with the def2-TZVPD basis set).

Structure (XYZ):
```
13
Properties=species:S:1:pos:R:3:forces:R:3
N 2.642 -1.178 0.087 0.22 4.01 1.34
S 1.843 0.111 -0.086 0.19 -1.51 -1.58
O 2.684 1.241 0.107 0.02 1.46 0.95
C 0.211 0.235 0.821 -1.12 0.50 -3.72
C -0.792 1.070 0.031 -0.46 0.40 -0.19
C -0.920 -0.399 -0.079 -1.08 1.83 3.44
H 2.338 -1.996 -0.269 -1.57 -3.27 -1.33
H 1.391 0.334 -1.485 -0.17 -0.65 1.89
H 0.192 0.363 1.850 0.39 -0.25 1.73
H -0.649 1.662 -0.840 1.24 0.30 -0.72
H -1.629 1.574 0.523 0.47 -0.47 0.62
H -1.930 -0.693 0.238 1.04 -0.78 0.38
H -0.468 -0.886 -0.837 0.83 -1.55 -2.82
```
Forces are in eV/Å.

Total energy (hartree): -646.5269
HOMO energy (eV): -9.72
Energy above the lowest of the compared OMol25 structures with the same formula, charge and spin (eV): 5.036
SMILES: N=[S@H](=O)C1CC1

These are the Löwdin partial charges, in e, on atoms 1 to 6: -0.22, 0.69, -0.39, -0.26, -0.20, -0.13

(2)
Entry from OMol25: one molecule with the formula C3H7NOS (ωB97M-V with the def2-TZVPD basis set).

Structure (XYZ):
```
13
Properties=species:S:1:pos:R:3:forces:R:3
C -1.672 0.044 0.559 -2.73 0.01 4.31
C -0.722 -0.345 -0.428 2.76 -0.96 -1.30
N 0.648 0.153 -0.239 1.23 2.14 0.91
O 0.919 1.531 -0.107 -3.90 0.32 -0.14
C 1.677 -0.557 0.003 3.42 -2.41 -0.81
S 3.326 -0.037 0.177 -2.21 -0.57 0.01
H -1.735 -0.894 1.322 -0.26 2.72 -1.13
H -2.716 0.182 0.027 2.01 -0.18 1.46
H -1.302 1.062 1.087 -1.24 -2.49 -1.08
H -0.664 -1.427 -0.728 0.18 1.00 0.73
H -1.033 0.136 -1.256 -0.73 1.48 -3.43
H 1.846 1.767 -0.215 0.99 -1.31 -0.18
H 1.427 -1.615 -0.201 0.48 0.27 0.64
```
Forces are in eV/Å.

Total energy (hartree): -646.5688
HOMO energy (eV): -8.45
Energy above the lowest of the compared OMol25 structures with the same formula, charge and spin (eV): 3.896
SMILES: CCN(O)C=S

These are the Löwdin partial charges, in e, on atoms 1 to 6: -0.11, -0.26, -0.20, -0.02, -0.63, 0.51

(3)
Entry from OMol25: a 2-piece molecular cluster, C3H7NOS2 overall (ωB97M-V with the def2-TZVPD basis set).

Structure (XYZ):
```
14
Properties=species:S:1:pos:R:3:forces:R:3
C 1.687 -0.417 -0.226 -0.63 2.87 -1.53
C -1.589 1.155 0.277 -0.63 -0.82 2.77
C -1.504 -0.334 0.076 -0.05 -0.01 0.65
N 1.972 -1.494 0.406 -0.81 -2.81 0.20
O 1.903 1.753 -1.563 -0.14 0.80 -0.87
S 2.443 1.061 -0.391 -0.53 -1.28 0.81
S -0.712 -0.800 -1.398 2.39 -0.40 -0.81
H -2.536 1.495 0.717 0.19 -0.42 0.37
H -0.783 1.360 0.951 0.40 0.92 0.31
H -1.526 1.719 -0.568 0.66 1.27 -2.63
H -2.507 -0.693 -0.077 -0.53 -0.74 0.30
H -0.971 -0.854 0.905 -0.96 0.38 -0.27
H 1.209 -2.181 0.166 1.47 0.26 1.18
H 2.914 -1.769 0.723 -0.85 0.00 -0.48
```
Forces are in eV/Å.

Total energy (hartree): -1044.7085
HOMO energy (spin up / spin down) (eV): -7.90 / -8.27
Energy above the lowest of the compared OMol25 structures with the same formula, charge and spin (eV): 5.276

These are the Löwdin partial charges, in e, on atoms 1 to 6: -0.55, -0.17, -0.73, 0.01, -0.62, 0.82

(4)
Entry from OMol25: an isolated ion of composition C3H7NOS2 and charge +1 (ωB97M-V with the def2-TZVPD basis set).

Structure (XYZ):
```
14
Properties=species:S:1:pos:R:3:forces:R:3
S 2.073 -3.419 0.610 0.71 1.30 0.47
S 1.980 -1.342 0.665 -1.36 -1.86 -0.20
C 0.179 -0.913 0.111 1.92 0.11 0.12
C 0.304 0.596 -0.041 -0.51 1.49 2.77
C -1.089 1.121 -0.410 -0.44 0.12 -1.68
N -1.660 2.184 0.229 0.81 0.46 0.04
O -1.670 0.556 -1.314 0.03 -0.36 0.21
H 2.169 -3.629 -0.715 -0.62 0.22 -0.28
H -0.122 -1.450 -0.786 0.12 0.02 -0.05
H -0.367 -1.263 1.004 0.07 0.29 -0.41
H 1.123 0.984 -0.665 -0.63 -0.45 -0.39
H 0.526 1.057 0.979 -0.04 -0.75 -0.97
H -1.059 2.879 0.644 0.17 -0.21 0.33
H -2.386 2.639 -0.310 -0.23 -0.40 0.02
```
Forces are in eV/Å.

Total energy (hartree): -1044.5574
HOMO energy (spin up / spin down) (eV): -13.62 / -13.61
Energy above the lowest of the compared OMol25 structures with the same formula, charge and spin (eV): 0.574
Net charge: +1
Multiplicity: 2

These are the Löwdin partial charges, in e, on atoms 1 to 6: 0.56, 0.71, -0.36, -0.21, -0.54, 0.17

(5)
Entry from OMol25: one molecule with the formula C3H7NP2 (ωB97M-V with the def2-TZVPD basis set).

Structure (XYZ):
```
13
Properties=species:S:1:pos:R:3:forces:R:3
C 0.653 1.740 -0.540 -2.77 1.28 -1.61
P -0.506 1.402 0.837 0.32 -1.79 0.95
P -2.244 0.276 -0.204 0.00 -0.37 0.17
C -1.509 -1.223 -0.061 0.63 0.17 -0.60
C -0.085 -1.222 0.367 1.99 0.80 1.92
N 0.289 -0.112 1.307 -1.13 0.82 -3.66
H 0.740 2.819 -0.691 0.05 -0.11 -0.03
H 0.315 1.295 -1.480 -0.02 0.16 -0.06
H 1.563 1.327 -0.340 2.53 -0.97 0.88
H -1.710 -2.226 -0.484 -0.92 0.84 0.15
H 0.305 -2.154 0.834 -0.45 0.35 -0.56
H 0.513 -0.974 -0.512 0.09 -0.67 -0.37
H 0.340 -0.400 2.217 -0.32 -0.52 2.79
```
Forces are in eV/Å.

Total energy (hartree): -855.9165
HOMO energy (eV): -8.59
Energy above the lowest of the compared OMol25 structures with the same formula, charge and spin (eV): 0.000
SMILES: CP1#P=CCN1

These are the Löwdin partial charges, in e, on atoms 1 to 6: -0.37, 0.65, 0.68, -0.54, -0.40, -0.32

(6)
Entry from OMol25: one molecule with the formula C3H7NS (ωB97M-V with the def2-TZVPD basis set).

Structure (XYZ):
```
12
Properties=species:S:1:pos:R:3:forces:R:3
S 1.685 -0.065 -0.252 0.57 1.25 2.18
C 0.101 -0.062 0.632 -0.92 1.51 1.99
C -0.871 1.076 0.037 0.65 2.78 -1.51
N -1.929 0.055 -0.279 1.29 -2.50 1.92
C -0.972 -1.034 0.098 2.55 0.81 -2.02
H 2.155 0.913 0.696 -0.17 -1.35 -1.61
H 0.339 -0.098 1.806 -0.89 0.05 -2.68
H -0.009 1.378 -0.800 -3.25 0.10 1.09
H -1.375 2.130 0.540 1.81 -3.15 -1.01
H -2.666 -0.269 -0.936 1.18 1.74 0.19
H -0.486 -1.529 -0.793 -0.80 0.13 0.55
H -0.967 -1.743 0.873 -2.03 -1.36 0.92
```
Forces are in eV/Å.

Total energy (hartree): -571.3049
HOMO energy (eV): -8.46
Energy above the lowest of the compared OMol25 structures with the same formula, charge and spin (eV): 3.648
SMILES: SC1CNC1

These are the Löwdin partial charges, in e, on atoms 1 to 6: 0.68, -0.69, -0.25, -0.07, -0.27, -0.06

(7)
Entry from OMol25: one molecule with the formula C3H7NS (ωB97M-V with the def2-TZVPD basis set).

Structure (XYZ):
```
12
Properties=species:S:1:pos:R:3:forces:R:3
C -1.826 0.088 -0.053 0.74 -0.57 -0.77
N -0.456 -0.537 -0.054 -1.33 2.87 2.50
C 0.629 0.449 0.125 1.50 -1.63 0.05
C 1.896 -0.443 0.132 2.39 1.02 1.18
S 3.505 0.024 -0.103 -2.98 -0.71 0.02
H -2.470 -0.715 -0.430 -0.16 0.38 -0.03
H -2.063 0.198 0.986 -0.47 0.71 0.43
H -1.976 1.028 -0.697 0.39 -1.17 1.06
H -0.342 -0.799 -0.961 0.54 -1.49 -3.17
H 0.699 1.178 -0.685 -0.04 0.24 0.12
H 0.678 0.964 1.113 -0.57 -0.36 -0.59
H 1.726 -1.433 0.628 -0.01 0.72 -0.81
```
Forces are in eV/Å.

Total energy (hartree): -571.3791
HOMO energy (eV): -8.72
Energy above the lowest of the compared OMol25 structures with the same formula, charge and spin (eV): 1.628
SMILES: CNCC=S

These are the Löwdin partial charges, in e, on atoms 1 to 6: -0.11, -0.13, -0.29, -0.61, 0.58, 0.07

(8)
Entry from OMol25: one molecule with the formula C3H7NS (ωB97M-V with the def2-TZVPD basis set).

Structure (XYZ):
```
12
Properties=species:S:1:pos:R:3:forces:R:3
C 2.218 0.081 -0.083 0.77 0.99 -1.26
C 1.093 -0.814 0.058 -0.03 -0.70 0.60
N -0.022 -0.275 -0.065 -1.24 0.65 -0.57
S -1.483 -1.050 -0.087 -1.11 -0.11 0.50
C -2.498 0.449 0.021 -2.46 0.48 0.76
H 2.032 0.991 -0.684 -0.13 -0.84 -0.14
H 2.491 0.485 0.835 0.64 0.50 2.08
H 3.046 -0.482 -0.429 1.13 -0.22 -0.61
H 1.309 -1.853 0.364 -0.39 0.13 -0.35
H -1.849 1.245 -0.262 0.60 0.59 -0.13
H -2.978 0.735 1.050 1.15 -0.95 -1.65
H -3.359 0.489 -0.719 1.07 -0.52 0.79
```
Forces are in eV/Å.

Total energy (hartree): -571.3950
HOMO energy (eV): -8.24
Energy above the lowest of the compared OMol25 structures with the same formula, charge and spin (eV): 1.195
SMILES: C/C=N/SC

These are the Löwdin partial charges, in e, on atoms 1 to 6: -0.10, -0.35, -0.37, 0.81, -0.43, 0.10

(9)
Entry from OMol25: one molecule with the formula C3H7NS (ωB97M-V with the def2-TZVPD basis set).

Structure (XYZ):
```
12
Properties=species:S:1:pos:R:3:forces:R:3
C 1.807 -0.680 1.813 0.03 -1.99 0.38
N 0.903 -0.750 0.959 -2.19 1.16 -1.40
S 0.396 0.568 -0.077 0.04 -0.48 0.57
C -1.187 -0.228 -0.590 -1.15 1.72 0.89
C -1.953 0.471 -1.743 3.46 -1.30 -0.39
H 1.794 -1.602 2.422 0.72 0.58 0.06
H 2.581 0.036 1.915 0.49 1.05 0.29
H -1.919 -0.360 0.249 0.96 0.35 -0.33
H -0.806 -1.163 -0.805 0.23 -2.13 -0.92
H -1.303 0.609 -2.631 -0.21 -0.11 0.45
H -2.270 1.410 -1.462 -0.95 2.01 0.71
H -2.740 -0.144 -2.048 -1.44 -0.87 -0.32
```
Forces are in eV/Å.

Total energy (hartree): -571.3879
HOMO energy (eV): -8.63
Energy above the lowest of the compared OMol25 structures with the same formula, charge and spin (eV): 1.389
SMILES: C=NSCC

These are the Löwdin partial charges, in e, on atoms 1 to 6: -0.17, -0.37, 0.81, -0.52, -0.14, 0.07

(10)
Entry from OMol25: one molecule with the formula C3H7NS2 (ωB97M-V with the def2-TZVPD basis set).

Structure (XYZ):
```
13
Properties=species:S:1:pos:R:3:forces:R:3
C -2.357 -0.341 -0.001 -1.26 1.14 0.05
C -0.854 -0.383 0.130 1.52 -2.30 -0.14
S -0.011 1.231 -0.082 -0.16 -0.42 0.39
N 1.535 0.581 -0.391 -0.36 -0.08 -0.78
C 2.643 0.630 0.350 1.84 -0.35 0.33
S 4.081 -0.147 -0.071 -1.51 0.80 0.36
H -2.837 0.429 0.654 0.40 -0.39 -0.60
H -2.582 -0.113 -1.076 -0.07 -0.02 1.05
H -2.893 -1.268 0.256 0.67 0.07 -0.13
H -0.565 -0.987 -0.784 0.21 0.59 1.02
H -0.385 -0.971 1.024 -1.14 1.30 -1.31
H 1.596 0.092 -1.290 0.32 0.17 0.53
H 2.629 1.246 1.280 -0.46 -0.52 -0.77
```
Forces are in eV/Å.

Total energy (hartree): -969.5997
HOMO energy (eV): -8.50
Energy above the lowest of the compared OMol25 structures with the same formula, charge and spin (eV): 1.023
SMILES: CCSNC=S

These are the Löwdin partial charges, in e, on atoms 1 to 6: -0.20, -0.56, 0.88, -0.45, -0.78, 0.52